{
  "formula": "C14H24Cl2N",
  "method": "ωB97M-V/def2-TZVPD",
  "species": ["C", "C", "C", "C", "C", "C", "N", "C", "C", "C", "C", "C", "C", "C", "H", "H", "H", "H", "H", "H", "H", "H", "H", "H", "H", "H", "H", "H", "H", "H", "H", "H", "H", "H", "H", "H", "C", "Cl", "Cl", "H", "H"],
  "positions_angstrom": [[2.605, -0.853, 0.979], [3.435, 0.397, 0.623], [2.656, 1.723, 0.682], [2.090, 2.228, -0.670], [0.563, 2.311, -0.723], [-0.177, 1.010, -0.840], [0.492, -0.049, -1.331], [-0.024, -1.276, -1.509], [-1.330, -1.485, -1.183], [-2.073, -0.420, -0.683], [-1.516, 0.843, -0.504], [-2.326, 2.014, -0.013], [-3.699, 1.688, 0.568], [-3.670, 0.753, 1.796], [2.787, -1.677, 0.288], [2.857, -1.221, 1.970], [1.537, -0.632, 0.977], [3.895, 0.286, -0.361], [4.260, 0.469, 1.329], [3.328, 2.494, 1.050], [1.848, 1.618, 1.408], [2.503, 1.630, -1.486], [2.458, 3.236, -0.846], [0.229, 2.794, 0.197], [0.232, 2.952, -1.545], [1.470, 0.081, -1.557], [0.621, -2.052, -1.892], [-1.760, -2.465, -1.323], [-3.110, -0.585, -0.433], [-1.758, 2.600, 0.711], [-2.468, 2.670, -0.879], [-4.364, 1.316, -0.212], [-4.126, 2.640, 0.878], [-2.648, 0.604, 2.145], [-4.101, -0.221, 1.579], [-4.243, 1.184, 2.612], [0.579, -5.403, -0.349], [1.188, -4.586, -1.806], [1.649, -5.169, 1.029], [-0.393, -4.989, -0.105], [0.506, -6.460, -0.569]],
  "total_charge": 1,
  "homo_lumo_gap_ev": 9.81,
  "multiplicity": 1
}



{
  "formula": "CH6S2",
  "method": "ωB97M-V/def2-TZVPD",
  "species": ["S", "S", "H", "H", "C", "H", "H", "H", "H"],
  "positions_angstrom": [[-0.145, -1.866, -0.583], [-0.716, -1.545, 1.401], [-0.531, -3.151, -0.651], [0.073, -2.432, 2.073], [0.258, 1.737, -0.437], [-0.345, 1.222, 0.298], [0.263, 2.820, -0.238], [1.305, 1.461, -0.423], [-0.162, 1.755, -1.441]],
  "total_charge": 0,
  "homo_lumo_gap_ev": 9.46,
  "multiplicity": 1,
  "smiles": "SS.C"
}



{
  "formula": "C52H97Br21Hg2N5O5",
  "method": "ωB97M-V/def2-TZVPD",
  "species": ["Hg", "Hg", "C", "C", "C", "C", "C", "C", "N", "O", "C", "C", "C", "H", "H", "H", "H", "H", "H", "H", "H", "H", "H", "H", "H", "H", "H", "H", "H", "H", "H", "C", "C", "C", "C", "C", "C", "N", "O", "C", "C", "C", "H", "H", "H", "H", "H", "H", "H", "H", "H", "H", "H", "H", "H", "H", "H", "H", "H", "H", "C", "C", "C", "C", "C", "C", "N", "O", "C", "C", "C", "H", "H", "H", "H", "H", "H", "H", "H", "H", "H", "H", "H", "H", "H", "H", "H", "H", "H", "C", "C", "C", "C", "C", "C", "N", "O", "C", "C", "C", "H", "H", "H", "H", "H", "H", "H", "H", "H", "H", "H", "H", "H", "H", "H", "H", "H", "H", "C", "C", "C", "C", "C", "C", "N", "O", "C", "C", "C", "H", "H", "H", "H", "H", "H", "H", "H", "H", "H", "H", "H", "H", "H", "H", "H", "H", "H", "C", "Br", "Br", "Br", "H", "C", "Br", "Br", "Br", "H", "C", "Br", "Br", "Br", "H", "C", "Br", "Br", "Br", "H", "C", "Br", "Br", "Br", "H", "C", "Br", "Br", "Br", "H", "C", "Br", "Br", "Br", "H"],
  "positions_angstrom": [[0.350, 3.210, -1.484], [0.075, -2.385, -1.567], [1.935, 4.745, 1.841], [2.666, 5.835, 1.064], [4.143, 5.279, 0.883], [4.968, 6.320, 0.034], [4.250, 6.505, -1.316], [2.767, 7.057, -1.291], [1.981, 6.119, -0.288], [0.575, 6.387, -0.171], [2.184, 6.954, -2.705], [2.723, 8.544, -0.895], [2.768, 7.012, 2.039], [1.014, 5.148, 2.262], [2.394, 4.248, 2.696], [1.696, 3.967, 1.116], [4.229, 4.303, 0.407], [4.572, 5.175, 1.880], [5.971, 5.935, -0.144], [5.100, 7.296, 0.500], [4.409, 5.568, -1.850], [4.819, 7.260, -1.859], [2.179, 5.990, -3.214], [2.741, 7.627, -3.356], [1.181, 7.357, -2.562], [1.829, 8.854, -0.354], [2.649, 9.308, -1.670], [3.437, 8.747, -0.097], [1.816, 7.543, 2.047], [3.482, 7.818, 1.870], [2.868, 6.701, 3.079], [-5.696, 3.156, 0.830], [-6.082, 3.617, -0.603], [-7.377, 4.522, -0.482], [-7.801, 5.115, -1.841], [-6.638, 5.981, -2.254], [-5.300, 5.192, -2.475], [-4.967, 4.419, -1.215], [-3.684, 3.754, -1.220], [-4.284, 6.281, -2.763], [-5.461, 4.317, -3.831], [-6.500, 2.342, -1.315], [-4.749, 2.619, 0.771], [-6.461, 2.502, 1.246], [-5.619, 3.994, 1.523], [-7.206, 5.308, 0.254], [-8.231, 3.918, -0.174], [-8.632, 5.803, -1.686], [-8.197, 4.352, -2.511], [-6.432, 6.762, -1.522], [-6.876, 6.544, -3.156], [-3.263, 5.915, -2.865], [-4.299, 7.227, -2.222], [-4.443, 6.644, -3.779], [-5.002, 4.748, -4.721], [-6.490, 4.077, -4.099], [-4.936, 3.369, -3.718], [-6.663, 2.747, -2.314], [-7.394, 1.811, -0.986], [-5.588, 1.829, -1.620], [2.400, -0.959, 3.298], [1.520, -2.145, 2.680], [1.303, -3.279, 3.783], [0.137, -3.146, 4.645], [-1.147, -2.854, 3.893], [-1.018, -1.523, 3.026], [0.197, -1.626, 2.116], [0.286, -0.496, 1.180], [-1.018, -0.300, 4.017], [-2.267, -1.535, 2.091], [2.283, -2.871, 1.555], [2.021, -0.504, 4.213], [2.498, -0.248, 2.477], [3.426, -1.256, 3.514], [2.155, -3.087, 4.436], [1.521, -4.294, 3.453], [0.236, -2.295, 5.319], [0.093, -4.014, 5.303], [-1.881, -2.708, 4.686], [-1.532, -3.653, 3.260], [-0.077, -0.163, 4.549], [-1.791, -0.240, 4.783], [-1.006, 0.596, 3.397], [-3.136, -1.357, 2.725], [-2.390, -2.457, 1.522], [-2.234, -0.798, 1.289], [2.572, -2.156, 0.785], [1.747, -3.727, 1.145], [3.153, -3.311, 2.044], [3.552, -0.911, -4.772], [3.428, 0.646, -4.620], [4.274, 1.386, -5.757], [3.739, 1.453, -7.146], [2.361, 2.035, -7.173], [1.375, 1.337, -6.197], [2.013, 1.195, -4.827], [1.022, 0.561, -3.950], [0.971, -0.054, -6.819], [0.150, 2.294, -6.168], [4.021, 1.067, -3.237], [3.063, -1.347, -5.644], [3.218, -1.464, -3.894], [4.588, -1.160, -5.003], [5.244, 0.896, -5.839], [4.538, 2.404, -5.470], [3.788, 0.420, -7.491], [4.402, 2.061, -7.761], [1.954, 1.944, -8.180], [2.468, 3.110, -7.028], [0.462, -0.735, -6.136], [1.834, -0.677, -7.055], [0.314, 0.032, -7.684], [0.422, 3.278, -5.786], [-0.650, 1.948, -5.514], [-0.297, 2.621, -7.107], [3.929, 2.151, -3.169], [5.089, 0.859, -3.176], [3.510, 0.606, -2.392], [-1.847, -6.504, -0.199], [-2.912, -6.417, -1.197], [-4.184, -6.120, -0.369], [-5.316, -5.638, -1.192], [-4.984, -4.480, -2.134], [-3.666, -4.675, -3.018], [-2.648, -5.253, -2.150], [-1.240, -5.214, -2.747], [-3.335, -3.217, -3.413], [-4.001, -5.497, -4.259], [-3.014, -7.718, -2.058], [-0.940, -7.027, -0.503], [-2.246, -7.092, 0.628], [-1.466, -5.589, 0.254], [-3.964, -5.412, 0.430], [-4.589, -7.042, 0.048], [-6.158, -5.299, -0.588], [-5.729, -6.459, -1.778], [-5.106, -3.542, -1.592], [-5.912, -4.505, -2.706], [-3.010, -2.527, -2.634], [-4.141, -2.708, -3.942], [-2.441, -3.258, -4.035], [-3.151, -5.762, -4.889], [-4.485, -4.848, -4.989], [-4.585, -6.388, -4.032], [-2.309, -7.865, -2.877], [-4.064, -7.858, -2.311], [-2.847, -8.553, -1.378], [-4.149, 4.454, 9.929], [-3.733, 3.571, 8.203], [-3.245, 6.238, 9.731], [-3.533, 3.420, 11.555], [-5.228, 4.597, 9.983], [4.131, -8.109, -1.356], [5.485, -9.343, -2.057], [4.095, -6.434, -2.438], [4.312, -7.775, 0.572], [3.173, -8.603, -1.522], [9.349, 2.208, 0.869], [11.001, 1.252, 1.258], [7.757, 1.287, 1.492], [9.175, 2.589, -1.088], [9.356, 3.190, 1.342], [7.159, -4.916, 3.719], [7.311, -3.177, 4.689], [8.338, -6.229, 4.638], [7.627, -4.779, 1.710], [6.164, -5.340, 3.853], [3.828, -10.440, 5.410], [2.893, -8.718, 5.875], [2.953, -11.976, 6.323], [5.790, -10.404, 5.562], [3.653, -10.524, 4.338], [-3.530, -6.500, 8.111], [-4.973, -7.336, 9.295], [-3.705, -6.937, 6.140], [-1.827, -7.040, 8.797], [-3.535, -5.411, 8.153], [4.476, -2.280, 10.460], [3.472, -2.128, 12.148], [5.123, -0.484, 9.773], [3.437, -3.418, 9.156], [5.358, -2.881, 10.680]],
  "total_charge": -1,
  "homo_lumo_gap_ev": 1.96,
  "multiplicity": 1
}



Number 1: LUMO level -0.1404 Eh. Number 2: LUMO level 0.0098 Eh. Number 3: LUMO level -0.0485 Eh.